(1)
Computed, not measured: a structure of composition C17H22N3PPd, with ωB97M-V/def2-TZVPD.

Summary:
Total charge: +4
Energy relative to the best compared isomer or geometry (same formula, charge and spin): 13.8 kcal/mol

Geometry as XYZ:
```
44
Properties=species:S:1:pos:R:3:forces:R:3
Pd -4.12554 2.05295 -2.51153 -0.106 0.079 -0.088
N 8.80167 -3.55036 5.55929 0.000 0.003 0.007
C 8.36134 -3.18523 6.70322 0.002 -0.006 -0.001
C 9.13272 -3.37574 7.93514 -0.004 0.001 0.005
C 8.60523 -2.98041 9.10614 -0.001 -0.002 -0.004
C 7.29226 -2.36981 9.15988 0.005 0.006 0.005
C 6.51032 -2.15529 8.03059 -0.009 0.007 0.012
C 5.22913 -1.55840 8.06686 0.014 -0.014 -0.001
C 4.54613 -1.39665 6.87386 0.016 -0.017 -0.009
C 5.14201 -1.82303 5.69298 0.051 0.013 0.175
N 6.37193 -2.39630 5.64135 0.012 -0.022 -0.017
C 7.00940 -2.54841 6.76348 0.003 -0.003 -0.016
H 8.21602 -3.39263 4.73353 0.001 0.001 -0.006
H 9.71115 -3.99274 5.43134 0.000 0.001 -0.001
H 10.11366 -3.83428 7.87671 0.000 -0.001 -0.002
H 9.15246 -3.11097 10.03122 0.000 -0.001 0.000
H 6.91284 -2.06804 10.13290 -0.003 -0.001 -0.001
H 4.79982 -1.23993 9.00991 0.000 0.001 0.000
H 3.56282 -0.94835 6.85051 0.003 0.004 0.001
H 4.63148 -1.70801 4.74510 0.048 -0.031 -0.028
C -7.46732 2.24587 -2.52766 -0.003 0.002 -0.006
P -6.08803 1.47665 -3.36820 -0.037 -0.019 -0.021
C -6.04858 -0.28624 -3.02243 0.001 0.001 0.004
C -6.20263 1.76354 -5.12998 0.008 -0.005 0.000
H -8.38113 1.74313 -2.85952 0.000 0.003 -0.004
H -7.53600 3.30064 -2.79272 0.003 0.000 0.004
H -7.37966 2.13329 -1.44718 -0.003 -0.005 0.000
H -6.94470 -0.73133 -3.46899 -0.004 0.002 0.005
H -6.07282 -0.47850 -1.94900 0.006 0.000 0.000
H -5.17879 -0.76270 -3.47825 -0.003 -0.001 -0.005
H -7.13864 1.31637 -5.47890 0.000 -0.001 0.000
H -5.37230 1.29283 -5.65648 0.001 0.002 0.000
H -6.22754 2.83159 -5.34381 -0.001 0.001 -0.001
C -4.57773 6.62253 -3.70478 0.001 0.001 -0.001
C -5.08808 6.16133 -2.49819 0.000 -0.001 0.001
C -5.01676 4.81536 -2.20992 -0.001 0.001 -0.001
N -4.46064 3.94410 -3.07557 -0.003 -0.002 -0.006
C -3.96067 4.38304 -4.24861 0.003 -0.001 0.001
C -4.00397 5.71800 -4.58883 0.000 0.001 0.000
H -4.62621 7.67473 -3.95320 0.000 0.000 0.000
H -5.53847 6.83318 -1.78100 0.000 0.000 0.000
H -5.39862 4.41422 -1.28102 0.000 0.001 -0.001
H -3.52122 3.64549 -4.90641 0.000 0.000 -0.001
H -3.59074 6.03661 -5.53564 0.000 0.000 0.000
```
Forces are in eV/Å.

=====

(2)
Computed, not measured: a structure of composition C26H29NOP2SSn at a distorted geometry, with ωB97M-V/def2-TZVPD.

Summary:
Total charge: +2
Electronic energy: -2432.804872 hartree

Geometry as XYZ:
```
61
Properties=species:S:1:pos:R:3:forces:R:3
C -1.63210 3.13412 -2.82780 0.223 -0.635 0.313
C -1.47741 1.77981 -2.49657 0.142 0.498 0.106
C -0.18778 1.19373 -2.59350 0.832 0.321 1.136
C 0.93664 2.03867 -2.75979 0.209 0.469 -0.300
C 0.75921 3.37094 -3.12410 0.358 0.386 -0.127
C -0.51612 3.92922 -3.17267 -0.550 -0.406 0.076
C 2.29423 1.49393 -2.38922 -0.664 -0.159 -1.225
C 2.36483 0.03607 -2.72859 0.922 -0.045 -0.475
C 1.19689 -0.74035 -2.59286 0.814 0.369 0.741
C 1.31021 -2.15382 -2.56435 0.379 -0.172 0.448
C 2.55189 -2.75108 -2.81124 -0.460 0.425 0.197
C 3.68234 -1.95354 -3.08735 -0.233 -0.330 0.045
C 3.58732 -0.56616 -3.05594 -0.448 -0.127 0.031
H -2.63135 3.56538 -2.75713 0.297 0.015 -0.103
H 1.64303 3.99155 -3.36370 -0.609 -0.386 0.340
H -0.67761 4.98595 -3.40555 0.192 -0.444 -0.027
H 3.10573 2.07980 -2.80185 0.123 0.014 -0.643
H 2.63472 -3.84031 -2.74353 0.051 0.406 -0.144
H 4.64039 -2.44656 -3.26184 -0.292 0.227 -0.095
H 4.44737 0.06186 -3.28889 -0.131 -0.207 0.279
N 0.01504 -0.12701 -2.20478 -0.327 0.136 -0.054
Sn 0.02372 -0.26891 0.31219 -0.675 0.338 1.008
C -2.57170 0.97531 -1.84050 -0.491 0.049 -0.136
H -2.65115 -0.03101 -2.27652 -0.154 0.292 0.095
H -3.54175 1.49304 -1.87695 0.165 -0.190 -0.383
C 0.13780 -2.94291 -2.03195 -0.132 -0.453 -0.186
H -0.80754 -2.66421 -2.52193 0.274 -0.233 0.097
H 0.30999 -4.02835 -2.10526 -0.129 0.256 -0.400
P -2.25822 0.76616 -0.04811 0.338 -0.050 -0.512
P -0.09157 -2.69138 -0.24078 0.249 0.629 -0.293
C 1.26292 -3.50762 0.60512 0.158 -0.597 -0.131
H 1.14975 -3.41627 1.69011 -0.013 -0.020 -0.180
H 1.19396 -4.56754 0.30535 0.238 0.233 0.305
H 2.24255 -3.11078 0.29318 -0.424 -0.088 0.041
C -1.64197 -3.42450 0.24975 -0.229 -0.586 -0.092
H -1.55535 -4.48088 -0.03789 -0.368 0.069 0.172
H -1.79187 -3.34066 1.33183 0.053 -0.034 -0.221
H -2.48230 -2.96161 -0.28654 0.321 -0.222 0.126
C -2.33596 2.41368 0.67524 -0.076 0.112 0.393
H -3.34118 2.80290 0.46519 0.215 0.091 0.162
H -2.17178 2.36423 1.76876 -0.111 0.021 -0.573
H -1.58393 3.07757 0.23080 -0.179 -0.198 0.053
C -3.58110 -0.21740 0.64376 -0.620 -0.036 0.052
H -3.43801 -0.35485 1.72274 -0.004 0.094 -0.320
H -4.50588 0.34026 0.45520 -0.076 -0.275 0.106
H -3.63703 -1.20371 0.16242 -0.033 0.383 0.107
C 2.57147 -0.26239 1.68447 2.987 0.047 1.771
O 3.53638 -0.19278 2.29423 -2.443 -0.120 -1.537
H 2.50304 1.64868 -1.33663 -0.425 -0.210 0.810
S -0.88594 -1.00373 2.73998 0.672 0.277 -1.030
C -0.31416 0.09184 3.97444 0.244 0.919 0.681
C 0.90015 -0.16675 4.65149 -0.483 0.007 -0.250
C 1.30128 0.65860 5.70128 -0.319 -0.057 -0.395
C 0.51935 1.75883 6.06495 0.088 -0.293 -0.016
C -0.65778 2.04904 5.37800 -0.403 -0.160 -0.413
C -1.09322 1.22450 4.34007 0.630 -0.578 -0.184
H 1.48697 -1.03481 4.33028 -0.183 0.341 0.355
H 2.21682 0.42831 6.22727 0.007 0.076 0.068
H 0.81680 2.37262 6.90936 0.003 -0.019 -0.171
H -1.26403 2.91267 5.64553 0.193 -0.180 0.052
H -2.01701 1.41260 3.78132 0.306 0.007 0.446
```
Forces are in eV/Å.

=====

(3)
Computed, not measured: a cluster of 2 separate species, C2H4O3 in total at a distorted geometry, with ωB97M-V/def2-TZVPD.

Summary:
Energy relative to the best compared isomer or geometry (same formula, charge and spin): 31.0 kcal/mol
SMILES string: O=CO.C=O

Geometry as XYZ:
```
9
Properties=species:S:1:pos:R:3:forces:R:3
O 0.00743 1.44935 -0.97066 -0.087 0.020 -0.504
C -1.19053 1.32999 -1.02736 -0.004 0.134 0.399
H -1.76132 1.44375 -1.95875 0.067 0.143 -0.105
H -1.75076 1.09028 -0.10977 -0.184 -0.090 -0.113
O 2.08910 -1.58842 0.39452 -0.158 0.172 -0.241
C 1.11364 -1.34247 1.05066 1.366 -0.220 -0.179
O 0.01325 -0.75241 0.57153 0.043 0.304 0.683
H 1.17710 -1.56086 2.12393 -0.990 -0.032 0.056
H 0.30210 -0.06921 -0.07411 -0.053 -0.432 0.004
```
Forces are in eV/Å.

=====

- Which formula does entry 2 have?
  C26H29NOP2SSn